Entry 1:
Density functional theory data (ωB97M-V/def2-TZVPD) for a 2-piece molecular cluster, C6H13NO overall.

Structure (XYZ):
```
21
Properties=species:S:1:pos:R:3
C -0.93 0.09 3.04
C 1.22 1.39 -0.13
C 0.17 -1.72 -2.27
C -1.73 1.06 2.63
N -0.76 -0.80 -0.18
C 1.14 0.30 -1.16
C 0.21 -0.65 -1.20
O 2.16 0.38 -2.09
H 2.09 -0.36 -2.70
H -1.68 -1.01 -0.55
H -1.23 -0.94 3.02
H 0.06 0.29 3.41
H 1.97 2.11 -0.45
H 1.52 0.99 0.84
H 0.27 1.91 -0.01
H -0.71 -2.34 -2.13
H 0.12 -1.27 -3.26
H 1.04 -2.36 -2.21
H -0.79 -0.03 0.46
H -2.72 0.86 2.27
H -1.43 2.09 2.65
```

Values from the calculation:
energy above the lowest of the compared OMol25 structures with the same formula, charge and spin: 208.32 kJ/mol
E_HOMO: -7.231 eV
frontier orbital gap: 8.2 eV
multiplicity: 1
net charge: 0
energy: -366.3546 a.u.



Entry 2:
Density functional theory data (ωB97M-V/def2-TZVPD) for C3H3CrFO as an isolated structure at a distorted geometry.

Structure (XYZ):
```
9
Properties=species:S:1:pos:R:3
F -0.37 2.71 -0.96
O -1.10 -0.30 0.34
C 0.61 -1.09 -0.41
C -0.76 -1.64 -0.12
C 0.26 0.10 0.15
H -0.95 -2.40 -0.90
H -1.44 -2.24 0.52
Cr 1.20 1.97 -0.05
H 1.72 -1.28 -0.75
```

Values from the calculation:
E_HOMO (alpha / beta): -1.707 / -4.238 eV
frontier orbital gap (alpha / beta): 5.4 / 8.2 eV
multiplicity: 6
net charge: -1
energy: -1335.5117 a.u.



Entry 3:
Density functional theory data (ωB97M-V/def2-TZVPD) for a 13-piece molecular cluster, C14H54N12O13 overall at a distorted geometry.

Structure (XYZ):
```
93
Properties=species:S:1:pos:R:3
C -0.16 0.40 -0.76
C 0.37 0.23 0.68
O 0.34 -1.17 1.00
H -0.99 -0.27 -0.95
H 0.55 0.16 -1.53
H -0.46 1.38 -0.92
H -0.22 0.72 1.41
H 1.36 0.63 0.84
H 0.71 -1.20 1.89
C 0.66 -3.99 -0.66
O 1.68 -4.11 0.30
N 0.50 -4.86 -1.59
N -0.18 -3.01 -0.82
H 1.05 -5.74 -1.52
H -0.35 -4.97 -2.21
H 0.05 -2.33 -0.07
H -1.13 -3.14 -1.10
C -2.28 3.78 0.39
O -1.72 2.71 1.06
N -2.23 5.02 0.81
N -2.80 3.70 -0.85
H -1.73 5.13 1.77
H -2.74 5.79 0.42
H -2.85 2.70 -1.27
H -3.16 4.54 -1.35
C 1.05 2.05 -4.00
O -0.17 1.97 -3.36
N 1.75 3.16 -4.03
N 1.41 1.20 -4.94
H 1.41 3.93 -3.41
H 2.75 3.25 -4.40
H 0.79 0.36 -5.07
H 2.37 1.14 -5.24
C -0.37 -3.72 3.42
O -1.07 -4.18 2.36
N 0.87 -3.36 3.12
N -0.82 -3.59 4.61
H 1.17 -3.37 2.13
H 1.56 -3.75 3.79
H -1.80 -3.88 4.76
H -0.33 -3.10 5.38
C 2.08 -0.26 3.53
O 3.26 -1.03 3.82
N 2.19 1.00 3.29
N 0.91 -0.75 3.61
H 3.18 1.38 3.24
H 1.39 1.57 2.99
H 0.86 -1.80 3.70
H 0.03 -0.28 3.50
C -0.49 -1.24 -3.94
O -1.75 -0.83 -3.34
N -0.09 -0.89 -5.15
N 0.40 -1.97 -3.36
H -0.86 -0.52 -5.78
H 0.72 -1.33 -5.63
H 0.10 -2.33 -2.38
H 1.44 -1.95 -3.58
C -3.91 0.71 -0.77
O -3.22 1.31 -1.83
H -4.68 1.38 -0.47
H -3.23 0.30 -0.06
H -4.26 -0.12 -1.33
H -2.64 0.71 -2.29
C 3.08 2.62 -0.95
O 3.01 4.00 -0.82
H 3.71 2.20 -0.24
H 3.45 2.41 -1.87
H 2.08 2.17 -1.04
H 2.46 4.46 -1.48
C -3.03 -2.43 0.30
O -3.08 -2.96 -0.99
H -2.30 -1.73 0.37
H -2.80 -3.32 0.88
H -3.91 -1.95 0.78
H -3.53 -3.82 -0.99
C 1.22 3.45 2.15
O 0.37 2.99 3.23
H 0.96 4.46 1.81
H 1.26 2.84 1.24
H 2.17 3.33 2.54
H -0.13 3.68 3.67
C -2.23 -0.44 3.04
O -1.41 0.67 3.40
H -3.04 -0.50 3.77
H -1.72 -1.38 3.00
H -2.57 -0.12 2.02
H -1.67 1.41 2.93
C 3.30 -0.94 -0.65
O 4.56 -1.27 -1.11
H 2.53 -0.90 -1.44
H 3.26 -0.04 -0.10
H 2.78 -1.71 0.00
H 4.94 -0.42 -1.30
```

Values from the calculation:
energy above the lowest of the compared OMol25 structures with the same formula, charge and spin: 902.06 kJ/mol
E_HOMO: -7.955 eV
frontier orbital gap: 8.0 eV
multiplicity: 1
net charge: 0
energy: -2200.7966 a.u.



Entry 4:
Density functional theory data (ωB97M-V/def2-TZVPD) for one molecule with the formula C2H2O2S at a distorted geometry.

Structure (XYZ):
```
7
Properties=species:S:1:pos:R:3
C -0.83 0.77 0.88
C 0.26 -0.12 0.82
O -0.73 1.97 1.07
O 0.80 -1.21 -1.50
S 1.33 -1.10 0.06
H -1.71 0.23 0.80
H 0.88 -0.55 -2.13
```

Values from the calculation:
energy above the lowest of the compared OMol25 structures with the same formula, charge and spin: 296.72 kJ/mol
E_HOMO: -9.397 eV
frontier orbital gap: 8.6 eV
multiplicity: 1
net charge: 0
energy: -625.9493 a.u.